12
Properties=species:S:1:pos:R:3:forces:R:3 method="wB97M-V/def2-TZVPD" de_lowest_ev=4.3791 smiles="[H]/N=[NH+]/C(N)=C=[NH2+]" lumo_energy_ev="-11.37 / -11.36" charge=+2 total_energy_ev=-8108.2981
H -2.948230 1.479158 -0.107807 1.782 -1.497 -0.232
N -2.268172 0.608409 -0.202621 -1.471 1.102 0.448
N -1.119838 0.780716 0.162681 0.002 -2.445 -0.593
C -0.122646 -0.285760 0.127969 0.724 -0.656 -0.415
N -0.599651 -1.529532 0.059037 0.017 0.678 -0.045
C 1.183915 0.125996 0.138823 -3.416 -1.174 0.784
N 2.331056 0.470682 -0.085838 5.460 -0.457 -2.034
H -0.688231 1.584432 0.478411 0.418 3.311 1.027
H -0.142295 -2.405231 0.031007 1.736 -0.486 0.024
H -1.562094 -1.759321 0.029869 -1.448 0.756 -0.127
H 2.628334 0.696498 -1.116751 -0.651 -0.210 1.865
H 3.307854 0.233949 0.485218 -3.153 1.078 -0.702